38
Properties=species:S:1:pos:R:3 method="wB97M-V/def2-TZVPD" e_above_lowest_ev=16.4782 largest_force_ha_per_bohr=0.3755 orbital_gap_ev=8.1 homo_energy_ha=-0.291
C 5.33 1.98 -0.88
C 4.11 1.46 -0.53
N 3.83 0.27 -0.54
N 2.48 0.03 -0.09
C 1.91 1.10 0.05
C 2.79 2.13 -0.03
H 2.68 3.15 0.17
N 0.55 1.49 0.53
C -0.57 0.91 -0.08
O -0.36 0.06 -0.90
N -1.76 1.49 0.60
C -3.10 0.97 0.15
C -4.04 1.27 0.83
C -5.34 1.17 0.71
C -5.61 0.11 -0.43
C -4.63 -0.50 -0.86
C -3.22 -0.26 -0.66
H -2.47 -0.60 -1.16
H -4.65 -1.11 -1.80
Cl -7.26 -0.30 -0.53
H -6.23 1.53 1.11
H -3.98 2.30 1.85
H -1.66 2.07 1.40
H 0.37 2.37 1.34
C 1.86 -1.05 -0.14
C 2.26 -2.19 -0.82
C 1.66 -3.66 -0.67
C 0.85 -3.60 0.37
C 0.43 -2.81 1.44
C 1.08 -1.55 1.26
H 0.84 -0.64 1.88
H -0.16 -3.03 2.04
H 0.42 -4.71 0.53
H 1.87 -4.37 -1.41
H 2.80 -2.03 -1.63
H 5.96 1.34 -1.19
H 5.20 2.63 -2.01
H 5.75 2.57 0.10

14
Properties=species:S:1:pos:R:3 method="wB97M-V/def2-TZVPD" e_above_lowest_ev=5.0856 largest_force_ha_per_bohr=0.1690 orbital_gap_ev=8.4 homo_energy_ha=-0.310
C 3.30 -0.26 -0.07
N 2.17 0.43 0.15
N 1.18 -0.54 -0.22
C -0.07 -0.22 -0.14
C -0.66 1.07 -0.23
C -2.04 0.73 -0.16
C -2.25 -0.62 0.23
O -0.94 -1.25 -0.27
H 3.55 -1.29 -0.61
H 4.14 0.38 0.67
H -0.20 1.93 -0.28
H -2.66 1.68 -0.22
H -2.31 -0.90 1.41
H -3.20 -1.14 -0.24

8
Properties=species:S:1:pos:R:3 method="wB97M-V/def2-TZVPD" e_above_lowest_ev=4.2459 largest_force_ha_per_bohr=0.0380 orbital_gap_ev=9.4 smiles="[O-][N+]#CF.O=NO" homo_energy_ha=-0.374
O 0.35 -1.80 -0.14
N 1.13 -0.89 -0.10
C 2.16 -0.41 0.24
F 2.76 0.71 0.19
O -0.53 1.16 -0.74
N -1.30 1.33 0.16
O -2.21 0.38 0.43
H -2.36 -0.49 -0.05